Record 1
11
Properties=species:S:1:pos:R:3 method="wB97M-V/def2-TZVPD" homo_ev=-8.9574 smiles="Cl[SiH]1C=CC=C1" e_above_lowest_kcal_mol=7.1 orbital_gap_ev=8.421 total_charge=0
Cl -3.018 -0.008 -0.324
Si -1.187 0.163 0.746
C -0.127 -1.263 0.221
C 0.952 -0.821 -0.489
C 1.067 0.607 -0.631
C -0.030 1.378 -0.108
H -1.514 0.084 2.281
H -0.217 -2.265 0.165
H 1.747 -1.403 -0.993
H 2.082 1.048 -0.975
H 0.245 2.479 0.107



Record 2
18
Properties=species:S:1:pos:R:3 method="wB97M-V/def2-TZVPD" homo_ev="-6.6215 / -7.2149" e_above_lowest_kcal_mol=0.7 orbital_gap_ev="4.130 / 6.336" total_charge=0
O 4.604 -0.066 0.257
C 3.463 0.404 0.563
O 3.320 1.663 0.658
O 2.484 -0.429 0.774
C 1.317 -0.361 -0.071
O -0.113 -1.732 -1.373
C -4.476 1.037 0.424
C 1.073 -1.731 -0.696
O -4.262 0.028 1.134
O -4.748 1.009 -0.802
Mg 5.258 1.826 0.173
Cs -4.327 -2.573 -1.392
H 1.484 0.392 -0.854
H 0.451 -0.060 0.536
H 1.950 -1.957 -1.347
H 1.123 -2.480 0.128
O -4.641 2.209 1.091
H -3.959 2.823 0.795



Record 3
13
Properties=species:S:1:pos:R:3 method="wB97M-V/def2-TZVPD" homo_ev="-9.9677 / -11.0692" e_above_lowest_kcal_mol=0.0 orbital_gap_ev="4.189 / 5.290" multiplicity=2 total_charge=+1 s2=0.7504
C -0.997 -0.885 -0.572
C -0.317 -1.096 0.734
C 1.110 -0.695 0.562
C 1.499 0.611 0.561
O 2.713 1.029 0.381
O -1.902 -0.053 -0.741
Cu -3.309 1.435 0.035
Mg 3.835 2.561 0.274
H -0.530 -1.338 -1.467
H -0.835 -0.570 1.546
H 1.847 -1.470 0.342
H 0.727 1.382 0.738
H -0.508 -2.238 0.637



Record 4
10
Properties=species:S:1:pos:R:3 method="wB97M-V/def2-TZVPD" homo_ev=-10.2427 smiles=C#C[C@@H](C)F e_above_lowest_kcal_mol=39.7 orbital_gap_ev=11.245 total_charge=0
C -2.199 0.253 -0.224
C -1.040 0.445 0.000
C 0.316 0.578 0.347
C 1.141 -0.635 -0.228
F 0.606 1.778 -0.275
H -3.110 -0.156 -0.017
H 0.458 0.477 1.536
H 2.199 -0.661 0.180
H 1.092 -0.578 -1.274
H 0.537 -1.501 -0.045



Record 5
10
Properties=species:S:1:pos:R:3 method="wB97M-V/def2-TZVPD" homo_ev="-9.9183 / -9.9282" e_above_lowest_kcal_mol=149.2 orbital_gap_ev="7.476 / 7.495" total_charge=0
C 0.249 1.107 -0.233
C -0.305 -1.083 -0.219
C 0.149 -0.012 0.655
C 0.615 -0.137 -0.976
F 2.893 -0.379 0.193
H -0.763 1.594 -0.700
H 0.900 1.861 -0.167
H 0.094 -2.114 0.130
H -1.362 -0.926 -0.592
H 0.891 -0.105 1.441



Record 6
10
Properties=species:S:1:pos:R:3 method="wB97M-V/def2-TZVPD" homo_ev=-9.1456 smiles="C=CC(=C)F" e_above_lowest_kcal_mol=77.6 orbital_gap_ev=9.185 total_charge=0
C -1.725 -0.407 -0.581
C -0.644 -0.103 0.396
C 0.662 0.183 -0.179
C 1.824 0.604 0.334
F 0.829 -0.943 -1.087
H -2.816 -0.506 0.153
H -1.667 -0.947 -1.569
H -0.850 0.115 1.629
H 1.711 1.577 1.063
H 2.677 0.426 -0.158



Record 7
10
Properties=species:S:1:pos:R:3 method="wB97M-V/def2-TZVPD" homo_ev="-5.5025 / -10.7097" e_above_lowest_kcal_mol=0.0 orbital_gap_ev="6.712 / 8.245" multiplicity=3 total_charge=0 s2=2.0069
C -0.796 0.554 0.057
C 0.641 0.847 -0.080
C -1.325 -0.636 -0.102
C 1.405 -0.192 0.143
F 2.758 -0.234 -0.042
H -1.584 1.210 0.207
H 1.020 1.889 -0.280
H -2.317 -0.885 -0.019
H -0.748 -1.441 -0.538
H 0.946 -1.112 0.655



Record 8
12
Properties=species:S:1:pos:R:3 method="wB97M-V/def2-TZVPD" homo_ev=-9.3446 e_above_lowest_kcal_mol=54.3 orbital_gap_ev=10.245 total_charge=0
F -3.159 0.047 -0.065
C -1.965 -0.480 0.140
C -0.853 0.222 0.155
F -0.931 1.547 0.321
C 0.448 -0.419 -0.137
C 1.548 0.456 -0.543
N 1.670 -0.326 0.764
H -1.990 -1.596 0.293
H 0.250 -1.414 -0.569
H 2.272 0.135 -1.337
H 1.408 1.569 -0.705
H 1.302 0.258 1.681



Record 9
12
Properties=species:S:1:pos:R:3 method="wB97M-V/def2-TZVPD" homo_ev=-10.0133 smiles="C=N[C@H]1CC1(F)F" e_above_lowest_kcal_mol=41.5 orbital_gap_ev=11.027 total_charge=0
C -1.730 -1.022 0.028
N -0.741 -1.002 -0.759
C 0.127 0.138 -0.730
C 0.347 1.046 0.445
C 1.389 0.076 0.074
F 1.580 -1.008 0.801
F 2.579 0.482 -0.457
H -1.764 -0.171 0.737
H -2.341 -1.860 -0.161
H 0.250 0.376 -1.694
H 0.512 2.136 0.349
H -0.209 0.808 1.368



Record 10
12
Properties=species:S:1:pos:R:3 method="wB97M-V/def2-TZVPD" homo_ev="-7.8494 / -9.9226" e_above_lowest_kcal_mol=0.0 orbital_gap_ev="8.852 / 9.184" multiplicity=3 total_charge=0 s2=2.0130
C 2.247 0.372 1.367
C 1.612 0.911 0.332
C -1.552 -0.826 -1.312
C -1.204 -0.059 -0.045
F 1.788 1.852 -0.516
F -1.881 1.099 0.083
F -1.179 -0.686 1.120
H 3.185 0.659 1.716
H 2.001 -0.365 2.055
H -2.586 -1.089 -1.356
H -1.321 -0.104 -1.998
H -1.108 -1.764 -1.445



Record 11
12
Properties=species:S:1:pos:R:3 method="wB97M-V/def2-TZVPD" homo_ev=-9.9360 smiles="FCC1=NN=CC1" e_above_lowest_kcal_mol=51.9 orbital_gap_ev=10.232 total_charge=0
F -1.945 -0.947 0.847
C -1.384 0.302 0.973
C -0.186 0.257 0.126
N 0.373 1.332 -0.394
N 1.521 0.923 -1.069
C 1.742 -0.347 -0.869
C 0.511 -0.991 -0.074
H -1.180 0.493 1.989
H -2.070 1.058 0.736
H 2.672 -0.889 -1.248
H 0.737 -1.541 0.909
H -0.016 -1.710 -0.702



Record 12
13
Properties=species:S:1:pos:R:3 method="wB97M-V/def2-TZVPD" homo_ev=-7.9431 smiles=Cc1nc(F)c(O)[nH]1 e_above_lowest_kcal_mol=4.7 orbital_gap_ev=8.606 total_charge=0
C 1.687 -1.363 0.213
C 0.677 -0.303 -0.036
N 0.623 0.462 -1.124
C -0.533 1.145 -1.024
F -0.918 2.035 -1.938
C -1.227 0.828 0.127
O -2.472 1.071 0.586
N -0.427 -0.101 0.744
H 2.504 -0.929 0.836
H 2.153 -1.733 -0.679
H 1.359 -2.207 0.776
H -2.794 1.682 -0.060
H -0.632 -0.587 1.578



Record 13
13
Properties=species:S:1:pos:R:3 method="wB97M-V/def2-TZVPD" homo_ev=-9.1792 smiles=Oc1cc(CF)[nH]n1 e_above_lowest_kcal_mol=44.5 orbital_gap_ev=10.040 total_charge=0
O -2.964 0.101 0.220
C -1.573 -0.153 -0.057
C -0.586 0.955 -0.140
C 0.508 0.085 -0.114
C 1.831 0.547 0.043
F 2.621 -0.657 0.081
N 0.218 -1.182 -0.028
N -1.144 -1.412 -0.120
H -3.351 -0.834 -0.063
H -0.712 2.060 -0.298
H 2.103 1.117 1.045
H 2.225 1.308 -0.665
H 0.827 -1.935 0.096



Record 14
15
Properties=species:S:1:pos:R:3 method="wB97M-V/def2-TZVPD" homo_ev=-9.6490 smiles="O=C(O)/C(O)=C/F.N=C=N" e_above_lowest_kcal_mol=51.0 orbital_gap_ev=9.947 total_charge=0
O -3.234 1.867 0.032
C -2.291 1.188 -0.268
O -1.028 1.666 -0.477
C -2.361 -0.264 -0.167
O -3.601 -0.693 0.021
C -1.311 -1.076 -0.188
F -1.367 -2.438 0.071
H -0.520 0.925 -1.003
H -4.112 0.086 0.306
H -0.283 -0.805 -0.520
N 3.342 -0.697 -0.681
C 2.502 -0.112 -0.046
N 1.574 0.333 0.570
H 3.829 -0.130 -1.365
H 1.640 0.991 1.318



Record 15
14
Properties=species:S:1:pos:R:3 method="wB97M-V/def2-TZVPD" homo_ev=-4.9696 smiles="C[C@](F)(C(N)=O)C(=O)[O-]" e_above_lowest_kcal_mol=0.0 orbital_gap_ev=8.946 total_charge=-1
C 0.059 1.494 0.003
C -0.376 0.065 0.287
F -0.363 -0.159 1.764
C 0.658 -1.012 -0.250
N 0.061 -2.239 -0.216
O 1.696 -0.745 -0.804
C -1.884 -0.193 -0.187
O -2.460 0.590 -0.940
O -2.365 -1.277 0.225
H 0.825 1.323 -0.742
H -0.916 2.010 -0.438
H 0.647 1.945 0.836
H -0.919 -2.213 0.162
H 0.584 -3.126 -0.427



Record 16
11
Properties=species:S:1:pos:R:3 method="wB97M-V/def2-TZVPD" homo_ev=-9.2885 smiles="FC1=CCOC1" e_above_lowest_kcal_mol=22.2 orbital_gap_ev=10.264 total_charge=0
F -0.678 -2.308 -0.151
C -0.377 -0.996 -0.090
C -0.457 -0.197 0.968
C 0.015 1.168 0.656
O 0.509 1.115 -0.753
C 0.387 -0.301 -1.242
H -0.720 -0.589 2.008
H 0.765 1.550 1.377
H -0.917 1.747 0.757
H 1.453 -0.763 -1.265
H 0.021 -0.426 -2.267



Record 17
11
Properties=species:S:1:pos:R:3 method="wB97M-V/def2-TZVPD" homo_ev=-9.5328 smiles="C=C=O.C=CF" e_above_lowest_kcal_mol=32.7 orbital_gap_ev=10.210 total_charge=0
C -1.060 0.883 -3.560
C -1.520 0.589 -2.361
O -1.835 0.162 -1.307
H -0.929 0.116 -4.299
H -0.884 1.865 -4.004
C 1.511 -0.074 -0.821
C 1.131 0.207 0.418
F 1.506 -0.514 1.520
H 2.304 -0.826 -0.961
H 1.396 0.626 -1.659
H 0.606 1.050 0.792



Record 18
11
Properties=species:S:1:pos:R:3 method="wB97M-V/def2-TZVPD" homo_ev="-7.6599 / -9.3862" e_above_lowest_kcal_mol=114.3 orbital_gap_ev="6.547 / 9.552" total_charge=0
C 0.417 0.170 0.074
C -0.401 -0.853 0.135
C -1.569 -0.018 -1.572
C 1.455 0.701 1.046
O -1.280 -1.071 -0.859
F -0.383 -1.983 0.935
H -2.006 -0.444 -2.528
H -1.342 0.971 -1.330
H 2.059 0.035 1.594
H 0.927 1.149 1.980
H 2.122 1.342 0.525



Record 19
12
Properties=species:S:1:pos:R:3 method="wB97M-V/def2-TZVPD" homo_ev=-9.6399 e_above_lowest_kcal_mol=123.4 orbital_gap_ev=10.022 total_charge=0
C 2.243 -0.084 -0.201
C 1.115 -0.757 -0.174
C -0.961 0.775 0.139
C -2.156 -0.209 0.112
H 2.147 1.121 -0.310
H 0.960 -2.029 -0.437
H -0.681 0.819 1.348
H -0.965 2.077 -0.254
H -3.293 0.165 0.200
O 0.106 0.121 -0.654
O -1.946 -1.460 -0.021
F 3.433 -0.538 0.252



Record 20
13
Properties=species:S:1:pos:R:3 method="wB97M-V/def2-TZVPD" homo_ev=-10.2299 smiles="O=CO[C@H](C=O)CF" e_above_lowest_kcal_mol=83.6 orbital_gap_ev=10.264 total_charge=0
O -2.485 0.160 0.306
C -1.646 1.224 0.110
O -0.334 1.175 0.449
C -0.058 -0.320 0.319
C 1.230 -0.472 1.100
O 1.494 -1.313 1.948
C 0.593 -0.491 -1.063
F 0.928 -1.801 -1.197
H -1.846 2.381 -0.433
H -0.785 -1.091 0.737
H 1.597 0.599 0.898
H 1.485 0.001 -1.190
H -0.174 -0.054 -1.984